Molecular formula: C3H6N2O
Method: DFT, the ωB97M-V functional and the def2-TZVPD basis

**Energy relative to the best compared isomer or geometry (same formula, charge and spin)**: 4.884 eV
**E_LUMO (spin up / spin down)**: 0.0224 / 0.0224 Ha
**HOMO energy (spin up / spin down)**: -7.0 / -7.0 eV
**Frontier orbital gap (spin up / spin down)**: 0.2811 / 0.2810 hartree
**Energy**: -8231.8147 eV

```
12
Properties=species:S:1:pos:R:3:lowdin_charge:R:1
H -0.603 -1.008 -1.900 0.064
C -0.757 0.302 -0.247 -0.144
H 1.537 0.681 -1.435 0.115
H 2.600 0.241 -0.130 0.123
H -2.199 -0.077 -1.729 0.058
H -0.550 -0.174 2.908 -0.014
N 1.670 0.283 -0.520 0.200
C 0.598 0.158 0.281 -0.425
N -0.500 -0.675 2.014 -0.032
H -1.385 0.933 0.375 0.113
C -1.193 -0.264 -1.371 0.025
O 0.759 -0.080 1.514 -0.083
```

Molecular formula: C3H4N4
Method: DFT, the ωB97M-V functional and the def2-TZVPD basis

**Energy relative to the best compared isomer or geometry (same formula, charge and spin)**: 5.775 eV
**E_LUMO**: 0.0136 Ha
**HOMO energy**: -9.3 eV
**Frontier orbital gap**: 0.3544 hartree
**Energy**: -9131.0821 eV

```
11
Properties=species:S:1:pos:R:3:lowdin_charge:R:1
C 0.590 1.114 -0.209 -0.039
C 0.098 -0.189 -0.646 -0.077
H -0.606 -0.719 1.206 0.062
H 0.817 3.097 -0.104 0.030
N -2.579 0.718 -0.007 -0.265
N 1.079 2.240 0.322 0.109
C -0.898 -0.884 0.245 -0.234
H -1.012 -2.075 0.088 0.164
N -2.970 1.773 -0.130 0.182
N -2.241 -0.377 0.220 0.022
H 0.495 -0.631 -1.487 0.047
```

Molecular formula: C13H19N3O3S
Method: DFT, the ωB97M-V functional and the def2-TZVPD basis

**Energy relative to the best compared isomer or geometry (same formula, charge and spin)**: 1.182 eV
**E_LUMO**: 0.0203 Ha
**HOMO energy**: -9.5 eV
**Frontier orbital gap**: 0.3707 hartree
**Energy**: -35237.3856 eV
**SMILES**: CCCS(=O)(=O)N1CCN(C(=O)c2cccnc2)CC1

```
39
Properties=species:S:1:pos:R:3:lowdin_charge:R:1
H 0.004 -4.207 0.921 0.101
H -1.993 -1.348 -0.627 0.132
C -0.302 5.196 -0.382 -0.049
H -0.723 -0.540 2.047 0.137
H 1.946 -0.396 -0.433 0.119
C 1.271 -4.024 -0.844 -0.297
H -0.102 -0.282 -1.842 0.134
C -0.831 -1.218 1.190 -0.172
C -0.787 4.038 0.203 -0.001
H -0.080 -5.645 -1.321 0.074
C 0.959 -5.370 -1.491 -0.101
C -1.822 -0.632 0.183 -0.107
H 1.670 -4.775 1.155 0.113
N -0.738 4.315 -2.553 0.068
H -1.179 -2.182 1.560 0.120
N -1.291 0.590 -0.386 -0.045
C -1.835 1.779 -0.017 -0.424
O 2.836 -2.106 0.882 -0.289
O 1.248 -2.418 2.742 -0.288
H 1.592 -6.149 -1.075 0.075
H -1.573 2.460 -2.679 0.124
N 0.438 -1.416 0.522 -0.249
C 1.043 -4.043 0.653 -0.232
H -2.767 -0.389 0.672 0.126
H 0.644 -3.245 -1.282 0.100
C -1.230 3.005 -0.617 -0.133
H 2.312 -3.753 -1.024 0.109
H -0.826 3.926 1.276 0.124
H 0.382 1.366 -1.372 0.120
C 0.003 0.414 -1.003 -0.117
C 0.981 -0.173 0.021 -0.167
O -2.800 1.854 0.719 0.081
H 1.131 -5.322 -2.562 0.072
H 0.083 6.158 -2.274 0.105
S 1.515 -2.430 1.332 0.648
H 0.054 6.016 0.222 0.103
C -0.291 5.280 -1.766 -0.145
H 1.132 0.550 0.837 0.139
C -1.200 3.213 -1.996 -0.107
```

Molecular formula: C41H48BrN4O4Re
Method: DFT, the ωB97M-V functional and the def2-TZVPD basis

**Net charge**: +1
**Energy relative to the best compared isomer or geometry (same formula, charge and spin)**: 0.000 eV
**E_LUMO (spin up / spin down)**: -0.1299 / -0.1230 Ha
**HOMO energy (spin up / spin down)**: -10.5 / -10.5 eV
**Spin multiplicity**: 2
**Frontier orbital gap (spin up / spin down)**: 0.2556 / 0.2621 hartree
**Energy**: -129615.1237 eV

```
99
Properties=species:S:1:pos:R:3:lowdin_charge:R:1
H 3.667 -2.279 -3.199 0.093
Re 0.432 -0.345 -0.055 1.654
H 2.099 1.509 -2.926 0.089
C -1.877 -2.620 -3.291 -0.048
H 1.799 -3.278 -1.056 0.057
H 3.060 -1.122 1.477 0.028
N 0.956 0.470 1.717 -0.039
H -2.230 4.310 -4.133 0.113
H 3.835 -0.181 2.741 0.097
H -1.026 4.765 0.567 0.094
H -2.063 0.854 4.225 0.091
C 0.729 -1.761 5.280 -0.058
C 0.902 -0.280 2.960 -0.203
H -1.450 -3.787 2.770 0.096
C -2.390 -0.787 -1.793 -0.201
C -0.307 -5.287 -5.056 -0.216
C 1.718 3.772 0.238 0.003
C 2.182 -6.417 -5.435 -0.083
H -0.507 2.672 -4.810 0.116
C -2.831 0.762 -0.053 -0.036
C 2.092 2.371 2.847 0.013
H 2.694 0.532 -0.770 0.073
H 2.127 1.720 3.717 0.091
C 0.826 -4.781 -4.419 -0.184
H 4.838 -0.179 -1.097 0.090
H 4.735 -1.322 0.249 0.071
H 2.968 -4.933 -4.090 0.101
C -3.216 -2.625 -3.691 -0.054
H -2.270 1.234 0.741 0.060
H -0.947 1.823 3.267 0.078
C -1.493 -1.694 -2.337 -0.136
H 1.168 -7.796 -6.735 0.104
H -2.494 3.812 0.541 0.091
H 1.537 3.273 3.113 0.098
H 2.082 -1.486 -3.174 0.051
N 0.534 1.669 -0.446 -0.058
C -1.418 3.765 0.372 -0.037
C 2.210 -0.452 -0.684 -0.170
N -1.423 -4.542 -4.709 0.186
H -0.992 3.096 1.117 0.058
H 5.266 -1.875 -1.333 0.097
C 2.095 -5.330 -4.591 -0.020
H -4.425 -0.080 -1.800 0.109
C 1.234 2.371 0.446 -0.296
C 2.810 -2.961 -0.798 -0.046
H 3.876 -1.941 2.814 0.094
C -0.697 2.857 -3.761 -0.030
C -3.709 -0.779 -2.201 -0.038
C -0.190 2.409 -1.461 -0.187
C 1.456 1.692 1.677 -0.276
H -3.528 -3.351 -4.428 0.114
O -1.867 0.074 -0.865 -0.187
H 2.807 3.794 0.328 0.100
H 3.144 -6.881 -5.603 0.105
C -1.189 -3.830 1.714 0.037
C 0.049 2.163 -2.816 -0.197
C -1.658 3.780 -3.384 -0.053
H -3.339 1.517 -0.651 0.108
Br -5.896 -1.727 -3.715 0.802
C 1.048 -6.942 -6.083 -0.081
H 2.907 -3.076 0.282 0.084
C -1.134 3.366 -1.057 -0.217
H 0.928 0.203 -2.956 0.034
H 2.692 -2.469 4.790 0.117
C 1.867 -1.832 4.495 -0.030
C -0.202 -6.391 -5.904 -0.006
H 3.546 -0.522 -3.135 0.091
H 1.144 1.210 -4.380 0.093
H -0.348 -4.500 1.563 0.089
C 3.133 -1.535 -1.238 -0.613
H 0.003 -2.437 -1.322 0.096
H 1.448 4.148 -0.745 0.095
H 3.508 -3.648 -1.279 0.095
H -1.076 -6.790 -6.400 0.116
O -0.174 -1.627 -1.845 -0.095
H 0.949 -3.026 -3.226 0.100
C -1.333 0.812 3.418 -0.017
H 0.656 -2.353 6.182 0.111
C -4.099 -1.715 -3.154 -0.659
C -0.303 -0.909 4.922 -0.029
H -2.063 -4.202 1.178 0.098
C 1.112 1.219 -3.291 -0.031
H 1.323 4.455 0.991 0.090
C 4.577 -1.201 -0.821 -0.045
H 3.109 2.682 2.600 0.099
H -1.179 -0.824 5.554 0.117
C -0.982 -3.623 -3.901 -0.255
O -1.656 -1.498 1.378 0.031
C 3.095 -1.449 -2.779 -0.046
C -0.892 -2.443 1.238 -0.609
H -3.532 0.042 0.367 0.114
C -1.863 4.032 -2.042 -0.039
C -0.233 -0.148 3.761 -0.209
N 0.368 -3.719 -3.659 0.172
C 3.255 -1.087 2.544 -0.020
H -2.598 4.766 -1.736 0.121
H -1.854 0.499 2.515 0.045
O 0.266 -2.256 0.630 -0.210
C 1.980 -1.082 3.329 -0.209
```

Molecular formula: C3H6N
Method: DFT, the ωB97M-V functional and the def2-TZVPD basis

**Net charge**: +1
**Energy relative to the best compared isomer or geometry (same formula, charge and spin)**: 3.660 eV
**E_LUMO**: -0.2261 Ha
**HOMO energy**: -16.0 eV
**Frontier orbital gap**: 0.3634 hartree
**Energy**: -4686.4570 eV

```
10
Properties=species:S:1:pos:R:3:lowdin_charge:R:1
H -1.059 1.051 0.202 0.077
N 0.186 -0.599 0.335 -0.008
H 1.985 1.332 1.197 0.174
C 1.370 -0.394 -0.421 -0.100
H -0.825 -0.034 -1.309 0.113
H -1.904 -0.338 0.254 0.148
H 0.132 -0.643 1.303 0.125
C 1.774 0.549 0.373 0.345
H 1.637 -1.042 -1.252 0.155
C -0.951 0.110 -0.234 -0.029
```

Molecular formula: C4H4N4
Method: DFT, the ωB97M-V functional and the def2-TZVPD basis

**Energy relative to the best compared isomer or geometry (same formula, charge and spin)**: 4.908 eV
**E_LUMO**: 0.0036 Ha
**HOMO energy**: -8.4 eV
**Frontier orbital gap**: 0.3132 hartree
**Energy**: -10167.9303 eV
**SMILES**: c1[nH][nH]c2cnnc1-2

```
12
Properties=species:S:1:pos:R:3:lowdin_charge:R:1
N 2.446 -0.117 -0.180 0.026
C 0.495 -0.866 0.228 -0.334
C 1.656 0.957 0.148 -0.172
H -0.968 -2.354 0.133 0.136
N 1.699 -1.228 -0.042 0.008
H 2.074 2.038 -0.140 0.142
N -1.001 0.939 0.035 0.039
C -0.811 -1.264 -0.011 0.017
H -1.543 1.784 -0.131 0.154
H -2.776 -0.263 0.073 0.215
C 0.434 0.553 0.048 -0.201
N -1.706 -0.178 -0.161 -0.029
```

Molecular formula: C5H13NO2
Method: DFT, the ωB97M-V functional and the def2-TZVPD basis

**Energy relative to the best compared isomer or geometry (same formula, charge and spin)**: 1.083 eV
**E_LUMO**: 0.0228 Ha
**HOMO energy**: -9.8 eV
**Frontier orbital gap**: 0.3818 hartree
**Energy**: -10980.7961 eV
**SMILES**: CCC(N)=O.CCO

```
21
Properties=species:S:1:pos:R:3:lowdin_charge:R:1
H -0.410 0.623 2.649 0.077
O -1.343 0.698 2.863 -0.074
H -1.604 -1.294 3.302 0.102
C 1.926 -0.868 -1.998 -0.070
O -0.224 1.165 -2.554 0.047
H 2.849 -1.229 -1.559 0.066
N 1.177 2.349 -1.277 0.161
H -0.998 -1.804 1.226 0.068
H 0.185 -0.601 -0.694 0.082
H -1.563 -0.323 0.552 0.054
C -2.012 -0.521 2.644 -0.322
H 0.945 3.224 -1.719 0.109
H 2.213 -0.205 -2.812 0.078
H -2.728 -1.597 0.814 0.075
H 1.496 0.097 0.007 0.104
H -3.048 -0.343 2.934 0.113
C 1.087 -0.068 -0.987 -0.177
C 0.591 1.181 -1.651 -0.585
C -1.846 -1.116 1.237 -0.082
H 1.392 -1.732 -2.387 0.077
H 1.914 2.365 -0.589 0.098
```

Molecular formula: C2H6ClN2
Method: DFT, the ωB97M-V functional and the def2-TZVPD basis

**Net charge**: -1
**E_LUMO**: 0.1547 Ha
**HOMO energy**: -2.0 eV
**Frontier orbital gap**: 0.2290 hartree
**Energy**: -17672.5399 eV

```
11
Properties=species:S:1:pos:R:3:lowdin_charge:R:1
H -1.266 -0.375 -0.631 0.068
H -0.736 -0.285 2.133 0.050
C -0.814 0.342 1.237 -0.200
H 0.604 1.200 -0.861 0.080
N 0.923 -0.397 -1.988 -0.569
H -0.127 1.189 1.371 0.054
Cl 1.488 -2.097 -1.818 0.180
C 0.708 0.105 -0.699 -0.631
N -0.499 -0.391 0.025 -0.156
H -1.827 0.759 1.218 0.055
H 1.544 -0.049 0.014 0.070
```